A cluster of 8 separate species, C27H67N3O8 in total at a distorted geometry, computed with ωB97M-V/def2-TZVPD.

The geometry in XYZ format:
```
105
Properties=species:S:1:pos:R:3:mulliken_charge:R:1
C 1.257 0.888 0.919 -2.5103
C 2.790 0.894 0.906 2.3162
C 3.291 0.749 2.355 -1.6805
C 3.197 -0.329 0.065 -0.9015
C 4.605 -0.194 -0.524 -0.8413
C 4.814 1.117 -1.256 -1.0575
C 4.488 2.339 -0.400 1.3884
C 5.659 2.588 0.568 -1.7778
C 4.368 3.542 -1.341 -1.8566
N 3.201 2.117 0.225 0.7804
O 2.873 3.252 1.021 -0.5621
H 0.869 0.879 -0.100 0.1195
H 0.863 0.007 1.438 0.2849
H 0.845 1.705 1.520 0.6259
H 2.591 1.224 3.045 0.3678
H 3.362 -0.284 2.698 0.3828
H 4.277 1.192 2.484 0.2952
H 3.340 -1.171 0.747 0.3649
H 2.463 -0.646 -0.674 0.0586
H 5.334 -0.251 0.293 0.4339
H 4.850 -1.033 -1.180 0.4272
H 4.173 1.120 -2.154 0.2501
H 5.805 1.175 -1.713 0.4986
H 5.849 1.723 1.199 0.3663
H 5.502 3.499 1.142 0.3477
H 6.566 2.719 -0.029 0.4599
H 4.390 4.489 -0.796 0.3834
H 3.381 3.531 -1.815 0.2947
H 5.126 3.535 -2.122 0.3834
H 2.091 3.616 0.597 0.3441
C -2.672 1.389 6.547 -1.9093
C -2.494 0.074 5.785 1.8765
C -1.232 -0.629 6.320 -1.6202
C -3.732 -0.782 6.060 -1.3951
C -3.966 -1.967 5.124 -0.5802
C -3.881 -1.475 3.687 -1.3892
C -2.563 -0.746 3.426 2.6225
C -1.380 -1.723 3.406 -1.8786
C -2.669 -0.178 1.999 -2.2453
N -2.483 0.389 4.354 0.1244
O -1.279 1.143 4.116 -0.5199
H -3.610 1.876 6.283 0.4311
H -1.843 2.057 6.302 0.4108
H -2.636 1.248 7.629 0.4273
H -0.880 -0.221 7.268 0.4212
H -0.398 -0.495 5.628 0.2520
H -1.344 -1.708 6.443 0.3384
H -3.702 -1.149 7.093 0.3384
H -4.631 -0.155 6.085 0.4392
H -4.958 -2.374 5.326 0.4171
H -3.232 -2.759 5.294 0.2807
H -4.697 -0.757 3.556 0.3944
H -3.963 -2.259 2.933 0.4379
H -1.488 -2.476 2.625 0.4367
H -0.445 -1.171 3.290 0.2165
H -1.260 -2.296 4.327 0.3628
H -1.783 0.386 1.699 0.2730
H -2.606 -1.018 1.303 0.2809
H -3.603 0.367 1.885 0.4285
H -1.427 1.492 3.232 0.3987
C 2.364 -0.932 -3.739 -2.3853
C 1.234 -1.616 -4.501 1.8727
C 1.007 -0.749 -5.787 -1.8635
C 1.731 -2.984 -4.947 -1.1175
C 0.591 -3.904 -5.292 -0.8731
C -0.292 -4.025 -4.071 -1.3077
C -0.973 -2.719 -3.691 1.5233
C -2.097 -2.434 -4.712 -1.8040
C -1.580 -2.859 -2.285 -1.8934
N 0.037 -1.683 -3.698 0.4771
O -0.447 -0.417 -3.334 -0.2401
H 2.278 0.139 -3.563 0.4615
H 2.502 -1.444 -2.779 0.3701
H 3.305 -1.105 -4.272 0.3690
H 0.225 -1.185 -6.411 0.3846
H 0.660 0.235 -5.468 0.3214
H 1.934 -0.637 -6.344 0.4514
H 2.387 -2.843 -5.805 0.4668
H 2.328 -3.434 -4.147 0.3994
H 0.008 -3.487 -6.122 0.3279
H 0.913 -4.877 -5.668 0.3857
H 0.348 -4.306 -3.217 0.3837
H -1.014 -4.844 -4.068 0.5688
H -2.754 -3.299 -4.824 0.3952
H -1.729 -2.184 -5.708 0.3083
H -2.745 -1.602 -4.411 0.5500
H -2.453 -2.214 -2.170 0.3674
H -0.822 -2.607 -1.546 0.3506
H -1.918 -3.879 -2.094 0.3614
H -1.233 -0.253 -3.875 0.2904
O -3.056 4.396 -0.021 -0.6203
H -2.187 4.217 -0.393 0.3379
H -3.116 3.812 0.740 0.3031
O -5.273 1.968 0.297 -0.6343
H -5.659 1.164 -0.059 0.3166
H -4.335 1.890 0.096 0.2428
O -2.001 1.094 -0.785 0.0434
H -1.324 0.539 -1.187 0.0609
H -1.791 1.984 -1.092 0.0340
O -3.472 2.833 -3.333 -0.5968
H -2.894 2.432 -2.677 0.3544
H -2.966 2.825 -4.149 0.3021
O -0.693 3.578 -1.485 -0.5418
H -0.530 4.241 -2.162 0.2484
H 0.141 3.104 -1.387 0.1901
```

energy relative to the best compared isomer or geometry (same formula, charge and spin) = 0.00 kJ/mol
E_LUMO = -0.0048 Eh
HOMO energy = -8.30 eV



A cluster of 3 separate species, C27H67N6O6P2S in total at a distorted geometry, computed with ωB97M-V/def2-TZVPD.

The geometry in XYZ format:
```
109
Properties=species:S:1:pos:R:3:mulliken_charge:R:1
C 4.814 -1.809 -0.997 -0.7209
C 4.671 -0.456 -0.087 -0.3611
C 3.553 -0.654 1.048 -0.8738
C 2.135 0.019 0.721 -0.8019
C 1.618 -0.185 -0.786 0.4178
C 0.214 -0.992 -0.901 -0.9842
S -1.224 0.086 -1.393 0.8188
C -0.773 1.268 -2.749 -0.7298
C -1.272 2.743 -2.262 -0.6787
C -0.351 3.380 -1.105 0.2831
C -1.131 4.262 -0.028 0.1731
O -0.841 5.489 0.034 -0.5700
O -2.114 3.808 0.886 -0.3102
C -2.254 2.369 0.901 0.6497
C -3.077 1.821 2.185 -1.1690
O -2.393 -1.014 -1.967 -0.4322
C -3.198 -1.321 -0.750 -0.0714
C -4.477 -2.235 -1.062 0.1892
C -4.063 -3.800 -1.111 -1.0781
O -5.390 -2.051 0.068 -0.5343
H 4.025 -2.565 -0.619 0.2374
H 5.865 -2.245 -0.982 0.3252
H 4.487 -1.530 -2.069 0.0165
H 5.694 -0.297 0.418 0.3492
H 4.387 0.436 -0.759 0.2543
H 3.953 -0.115 1.991 0.3295
H 3.395 -1.748 1.363 0.3574
H 1.378 -0.322 1.522 0.3851
H 2.266 1.154 0.901 0.2872
H 2.353 -0.757 -1.463 -0.1823
H 1.553 0.872 -1.251 0.2009
H 0.331 -1.924 -1.557 0.4488
H -0.040 -1.378 0.159 0.4350
H -1.283 1.011 -3.754 0.4617
H 0.342 1.341 -2.971 0.3802
H -1.175 3.437 -3.181 0.4120
H -2.382 2.715 -2.006 0.3504
H 0.389 4.088 -1.639 0.4088
H 0.321 2.560 -0.641 -0.2514
H -1.276 1.783 0.883 -0.0126
H -2.874 2.038 -0.020 -0.0536
H -4.146 2.222 2.234 0.3477
H -3.183 0.674 2.059 0.2930
H -2.517 1.973 3.168 0.2759
H -3.496 -0.314 -0.275 -0.0058
H -2.468 -1.814 -0.002 0.2021
H -4.994 -1.880 -2.026 0.3381
H -3.978 -4.173 -2.196 0.2736
H -4.832 -4.386 -0.498 0.3367
H -3.053 -3.885 -0.588 0.2742
H -5.796 -1.159 -0.020 0.3180
O -5.655 2.666 5.364 -0.7648
P -4.865 2.530 6.679 0.8928
N -6.302 2.482 7.617 0.0589
C -6.651 3.275 8.781 -0.8840
C -7.128 1.286 7.478 -1.0187
N -4.287 4.158 6.615 0.2305
C -4.475 5.169 7.639 -1.1497
C -4.264 4.817 5.309 -0.7863
N -3.898 2.336 8.156 -0.1009
C -2.445 2.346 7.836 -1.0842
C -4.106 1.081 8.906 -1.0977
H -5.903 3.222 9.580 0.3063
H -7.594 2.957 9.233 0.3762
H -6.806 4.320 8.512 0.2236
H -6.692 0.428 8.002 0.2950
H -7.236 1.005 6.426 0.2746
H -8.143 1.432 7.856 0.3919
H -5.452 5.659 7.550 0.3148
H -3.711 5.951 7.549 0.3904
H -4.360 4.779 8.650 0.3427
H -5.264 5.159 5.017 0.2899
H -3.882 4.145 4.537 0.0497
H -3.596 5.683 5.313 0.3140
H -2.181 1.508 7.181 0.3546
H -1.846 2.283 8.749 0.3989
H -2.137 3.266 7.339 0.3152
H -4.027 0.207 8.253 0.3775
H -5.075 1.056 9.406 0.3167
H -3.373 0.978 9.711 0.3806
O 4.345 -2.174 -5.088 -0.7000
P 4.810 -2.819 -6.406 0.7407
N 5.532 -4.146 -5.589 0.1704
C 6.872 -4.681 -5.735 -0.8892
C 4.619 -5.079 -4.934 -1.0291
N 6.012 -1.613 -6.704 0.1742
C 7.428 -1.853 -6.904 -1.1199
C 5.847 -0.318 -6.043 -0.9609
N 5.261 -3.535 -7.968 -0.1257
C 4.832 -2.657 -9.090 -1.0831
C 4.663 -4.851 -8.273 -1.0716
H 7.123 -4.939 -6.770 0.3051
H 7.022 -5.595 -5.155 0.3860
H 7.618 -3.982 -5.356 0.2102
H 4.115 -5.729 -5.658 0.2771
H 3.842 -4.543 -4.381 0.2344
H 5.125 -5.716 -4.204 0.4185
H 7.962 -1.951 -5.951 0.3075
H 7.886 -1.016 -7.447 0.3840
H 7.630 -2.729 -7.519 0.3361
H 6.154 -0.366 -4.991 0.2745
H 4.810 0.019 -6.094 0.2670
H 6.442 0.457 -6.536 0.3291
H 3.742 -2.542 -9.105 0.3607
H 5.157 -3.067 -10.050 0.4042
H 5.269 -1.661 -9.027 0.3194
H 3.579 -4.841 -8.131 0.3765
H 5.087 -5.647 -7.661 0.3104
H 4.873 -5.148 -9.304 0.3755
```

net charge = +1
E_LUMO = -0.1374 Eh
HOMO energy = -9.30 eV



A structure of composition C27H71AsF6N5O7 at a distorted geometry, computed with ωB97M-V/def2-TZVPD.

The geometry in XYZ format:
```
117
Properties=species:S:1:pos:R:3:mulliken_charge:R:1
As 24.150 1.908 -0.925 1.9657
F 24.424 0.523 0.123 -0.6519
F 22.640 1.128 -1.322 -0.3515
F 23.943 3.254 -1.983 -0.4824
F 25.706 2.494 -0.410 -0.5359
F 24.834 1.051 -2.298 -0.5727
F 23.442 2.753 0.432 -0.4509
C 17.482 7.848 -0.807 -1.9701
C 18.496 6.937 -1.505 1.5108
C 19.041 7.599 -2.754 -1.1450
C 20.246 6.822 -3.355 -1.0821
C 21.338 6.612 -2.308 -0.8526
C 20.890 6.082 -0.925 1.9115
N 19.570 6.584 -0.585 0.6735
O 19.259 6.455 0.776 -0.4852
C 20.880 4.543 -1.011 -1.3425
C 21.952 6.544 0.075 -1.9836
C 17.787 5.611 -1.881 -1.7434
H 17.927 8.608 -0.166 0.4113
H 16.769 7.310 -0.178 0.3671
H 16.847 8.270 -1.591 0.4169
H 18.298 7.588 -3.552 0.4871
H 19.493 8.582 -2.593 0.3324
H 20.641 7.335 -4.236 0.4194
H 19.871 5.896 -3.806 0.3466
H 21.772 7.596 -2.107 0.5006
H 22.029 5.898 -2.756 0.2000
H 20.538 4.173 -0.038 0.5021
H 20.253 4.226 -1.836 -0.1827
H 21.879 4.103 -1.064 0.2093
H 22.954 6.285 -0.260 -0.0683
H 21.872 7.624 0.214 0.5370
H 21.767 6.038 1.024 0.5770
H 18.431 5.052 -2.552 0.2368
H 16.748 5.644 -2.231 0.4283
H 17.629 5.008 -0.981 0.3537
H 19.399 7.341 1.128 0.3043
C 27.448 1.580 -4.308 -0.8044
O 26.853 2.651 -3.590 -0.3900
H 27.541 1.805 -5.376 0.2503
H 28.477 1.417 -3.980 0.3084
H 26.873 0.656 -4.247 0.2799
H 26.043 2.287 -3.208 0.2528
C 19.605 1.620 -2.611 -0.5508
O 20.189 0.326 -2.493 -0.6302
H 20.354 2.232 -3.122 0.2087
H 18.806 1.603 -3.359 0.3206
H 19.216 1.955 -1.652 0.2620
H 21.074 0.443 -2.127 0.4827
C 21.512 -0.601 2.620 -1.6158
C 22.916 -0.494 3.214 0.5959
C 23.725 -1.757 3.118 -0.6388
O 24.658 -1.814 4.175 -0.3250
C 25.647 -2.775 3.989 -0.7581
N 23.741 0.660 2.721 -0.3267
H 20.971 -1.250 3.315 0.4726
H 21.402 -0.959 1.596 0.2717
H 21.094 0.406 2.668 0.4067
H 22.825 -0.156 4.253 0.3215
H 24.174 -1.865 2.119 0.2909
H 23.099 -2.665 3.180 0.3699
H 26.282 -2.649 3.106 0.2911
H 25.210 -3.787 3.971 0.2988
H 26.317 -2.780 4.852 0.2533
H 23.141 1.464 2.549 -0.0287
H 23.939 0.345 1.759 0.2017
C 25.692 5.763 -3.048 -1.0904
C 27.192 6.057 -2.989 0.2190
C 27.528 7.399 -2.394 -0.6904
O 28.934 7.593 -2.423 -0.2720
C 29.297 8.911 -2.110 -0.7473
N 27.963 4.978 -2.326 -0.3548
H 25.205 6.617 -3.545 0.5006
H 25.245 5.662 -2.061 0.0061
H 25.503 4.952 -3.746 0.4004
H 27.614 5.965 -3.995 0.2615
H 27.206 7.534 -1.352 0.2346
H 27.086 8.195 -3.012 0.3983
H 28.740 9.211 -1.208 0.2978
H 28.976 9.611 -2.893 0.2722
H 30.362 8.983 -1.910 0.2504
H 27.693 4.997 -1.341 0.1829
H 27.635 4.054 -2.622 0.2200
C 24.869 6.022 1.844 -0.6306
C 24.872 4.973 2.963 0.2826
C 23.512 4.789 3.603 -0.6884
O 23.469 3.673 4.467 -0.3461
C 22.291 3.719 5.251 -0.7883
N 25.190 3.658 2.369 -0.3660
H 24.332 5.564 1.017 -0.3204
H 25.878 6.328 1.576 0.4294
H 24.332 6.943 2.112 0.3785
H 25.610 5.222 3.728 0.4908
H 22.750 4.666 2.813 0.0873
H 23.174 5.691 4.137 0.5539
H 21.458 3.408 4.600 0.2766
H 22.092 4.685 5.715 0.3342
H 22.376 2.876 5.938 0.2831
H 26.140 3.692 2.014 0.1795
H 24.584 3.468 1.570 -0.0379
C 28.539 1.306 0.034 -1.4884
C 29.389 2.531 -0.280 1.6362
C 30.510 2.738 0.716 -0.9416
O 31.412 3.747 0.333 -0.2790
C 32.685 3.545 0.869 -0.7731
N 29.914 2.397 -1.669 -0.6812
H 27.888 1.538 0.883 0.3305
H 29.120 0.384 0.142 0.4659
H 27.821 1.050 -0.748 0.2444
H 28.668 3.347 -0.355 -0.4397
H 31.040 1.774 0.761 0.3744
H 30.067 2.971 1.692 0.2945
H 33.105 2.608 0.472 0.3250
H 32.698 3.466 1.965 0.2956
H 33.373 4.338 0.580 0.2423
H 30.385 1.491 -1.733 0.3321
H 29.029 2.174 -2.123 -0.0071
```

energy relative to the best compared isomer or geometry (same formula, charge and spin) = 159.68 kJ/mol
net charge = -1
E_LUMO = 0.0849 Eh
HOMO energy = -5.91 eV



Kohn-Sham gap across the listed records, respectively: 8.17; 5.56; 8.22 eV.
DFT total energy across the listed records, respectively: -49932.7792; -79707.4447; -128077.6916 eV.